The following is a quantum chemistry calculation of 12 unconnected molecules or ions with the total composition C52H124F3N2O34P5 at a distorted geometry, from OMol25.

```
! wB97M-V def2-TZVPD RIJCOSX def2/J DEFGRID3
* xyz 0 1
N 3.38283 2.52491 -2.01414
H 4.00686 2.38135 -2.79522
H 2.73880 3.27129 -2.23378
H 3.82839 2.79415 -1.14865
H 2.86145 1.66728 -1.90135
C 0.21437 -0.83404 0.59256
O -0.31167 0.49079 0.88521
O 1.01833 -0.56503 -0.56720
C 0.81902 -1.57972 1.81244
F 1.75274 -0.84802 2.41818
F -0.12407 -1.88590 2.73412
F 1.41789 -2.74225 1.52789
C -1.41674 0.66530 1.78171
C -1.52279 2.21041 2.02016
H -2.47021 2.45645 2.49971
H -0.73359 2.60054 2.66288
H -1.33297 2.66656 1.04856
H -1.19328 0.23399 2.75749
H -2.43701 0.36040 1.54890
H -0.65315 -1.44754 0.34941
C 5.15398 0.41324 -5.23320
C 5.92885 1.61994 -5.76701
N 5.23139 2.91872 -5.53693
C 6.18004 4.06278 -5.80994
C 7.07802 4.18169 -4.62258
C 3.97904 3.05325 -6.37228
C 4.25043 3.14335 -7.87949
H 5.31605 0.34069 -4.15776
H 5.51920 -0.55832 -5.56606
H 4.08431 0.46592 -5.43598
H 6.92998 1.63572 -5.33623
H 6.12151 1.38050 -6.81279
H 6.75064 4.03748 -6.73831
H 5.66740 5.02470 -5.81580
H 7.86402 3.43363 -4.51911
H 7.54798 5.15937 -4.72917
H 6.52418 4.18732 -3.68378
H 3.43367 3.93218 -6.02856
H 3.28347 2.22726 -6.22375
H 3.43925 3.72486 -8.31758
H 4.26842 2.13431 -8.29133
H 5.20200 3.60707 -8.13940
C 8.26126 -8.06463 -8.01924
C 9.24103 -7.36663 -7.02295
O 9.10873 -5.95575 -6.99979
P 9.38544 -5.02534 -5.66041
O 9.31347 -3.58034 -5.75457
O 8.36457 -5.71084 -4.56475
C 8.51239 -5.47262 -3.21514
C 7.14632 -5.18635 -2.65981
O 10.81091 -5.63139 -5.09507
C 12.03348 -5.59241 -5.85728
C 12.77985 -4.35578 -5.37516
H 8.28195 -9.15428 -8.00052
H 7.23078 -7.84932 -7.73667
H 8.53932 -7.78620 -9.03574
H 8.84406 -7.83816 -6.12396
H 10.25546 -7.72174 -7.20440
H 8.96958 -6.40669 -2.88866
H 9.32833 -4.78382 -2.99624
H 7.19318 -5.36757 -1.58601
H 6.65109 -4.23333 -2.84585
H 6.45194 -5.94137 -3.02844
H 12.48822 -6.52306 -5.51790
H 11.83397 -5.60336 -6.92882
H 13.65135 -4.12809 -5.98897
H 12.13231 -3.48081 -5.43172
H 13.08782 -4.48858 -4.33803
C 8.01296 1.08326 0.47073
C 7.70442 0.79094 1.96627
O 7.91426 1.94803 2.71302
P 6.66538 2.99819 2.95487
O 5.95416 3.50695 1.71085
O 5.73219 2.37267 4.11995
C 4.45269 2.86040 4.41037
C 4.40182 3.78074 5.59681
O 7.31044 4.15543 3.80080
C 7.83888 3.95524 5.15086
C 9.28598 4.62271 5.17554
H 8.05274 0.16988 -0.12277
H 7.33052 1.80444 0.02098
H 9.01751 1.49623 0.37884
H 6.77922 0.26566 2.20322
H 8.47056 0.12182 2.35790
H 3.98672 3.25036 3.50544
H 3.78288 2.04874 4.69432
H 5.00060 4.69145 5.58453
H 3.36584 3.94361 5.89397
H 4.73658 3.23729 6.48039
H 7.23341 4.35387 5.96485
H 7.97581 2.87766 5.24124
H 9.90711 4.02945 4.50447
H 9.35331 5.67000 4.88096
H 9.73262 4.56252 6.16801
C -7.27464 -8.23080 -2.75498
C -6.94326 -8.87665 -1.40815
O -5.57050 -8.77020 -1.27026
P -4.85307 -7.53450 -0.37152
O -5.27594 -7.44823 1.06127
O -3.31717 -7.71457 -0.56226
C -2.37364 -6.97165 0.27385
C -1.36296 -7.86828 0.93380
O -5.06359 -6.13192 -1.19970
C -4.57665 -6.02082 -2.51456
C -3.62719 -4.83859 -2.66967
H -8.27665 -8.47154 -3.11012
H -7.28414 -7.14530 -2.65648
H -6.54525 -8.47129 -3.52845
H -7.56733 -8.42819 -0.63514
H -7.23953 -9.92492 -1.44619
H -1.76299 -6.36864 -0.39816
H -2.92070 -6.37146 1.00090
H -1.82682 -8.68203 1.49123
H -0.75799 -8.26615 0.11905
H -0.68145 -7.27024 1.53876
H -4.01021 -6.92540 -2.73592
H -5.31729 -5.83541 -3.29249
H -2.62326 -4.91687 -2.25244
H -3.45147 -4.57433 -3.71245
H -4.09958 -3.97939 -2.19349
C -8.68242 -1.99452 0.83122
C -9.84207 -2.92247 1.27046
O -11.01337 -2.40538 0.79104
P -12.44748 -3.07634 1.19537
O -12.69546 -3.27618 2.67462
O -13.53759 -2.11079 0.47339
C -13.50612 -1.96027 -0.96027
C -14.38827 -0.79047 -1.25240
O -12.49952 -4.44543 0.31086
C -13.65909 -5.21286 0.37514
C -13.60224 -5.99154 -0.94514
H -7.81432 -2.53830 0.45868
H -9.03909 -1.34267 0.03374
H -8.31803 -1.35095 1.63194
H -9.71928 -3.92442 0.85922
H -9.94508 -2.90513 2.35544
H -12.52696 -1.56949 -1.23713
H -13.70130 -2.89453 -1.48673
H -14.95847 -1.07494 -2.13673
H -15.17158 -0.63201 -0.51119
H -13.87924 0.12566 -1.55189
H -13.46498 -5.82281 1.25740
H -14.58822 -4.64299 0.38385
H -14.48000 -6.62349 -1.08038
H -13.46248 -5.30214 -1.77779
H -12.67615 -6.56400 -0.99727
C 2.73338 9.09002 -2.61335
C 1.33081 9.51094 -3.02181
O 0.51096 9.23475 -1.94314
P -0.02713 7.71748 -1.58806
O 0.72577 6.57046 -2.15870
O -0.11448 7.81790 0.02923
C 1.08578 7.80292 0.79278
C 0.84241 8.25711 2.22627
O -1.62667 7.86466 -1.93548
C -2.38121 8.92917 -1.41125
C -3.65075 8.33106 -0.87886
H 3.53785 9.46213 -3.24774
H 3.00331 9.48946 -1.63577
H 2.84029 8.00617 -2.56940
H 1.36000 10.57386 -3.26150
H 0.96254 9.10432 -3.96369
H 1.53860 6.82414 0.95109
H 1.86258 8.42618 0.34981
H 1.80889 8.33131 2.72476
H 0.22628 9.15412 2.28838
H 0.32229 7.40589 2.66561
H -1.80108 9.50139 -0.68729
H -2.62587 9.66618 -2.17614
H -4.24103 7.74878 -1.58641
H -3.50450 7.80406 0.06400
H -4.23740 9.20153 -0.58522
C 9.36891 -2.64386 9.12242
O 8.05837 -3.09022 8.84977
C 7.66834 -3.07996 7.55258
O 8.31677 -2.69419 6.56585
O 6.38378 -3.61516 7.50617
C 5.77054 -3.87862 6.24961
H 9.48396 -1.60215 8.82294
H 10.12998 -3.28469 8.67722
H 9.64072 -2.60860 10.17740
H 4.68283 -3.81895 6.28743
H 5.95978 -4.89499 5.90422
H 6.07346 -3.18906 5.46168
C -3.49643 2.43917 -3.30314
O -4.40611 2.71686 -4.32909
C -5.69174 2.98440 -4.09068
O -6.49097 2.95213 -5.03633
O -5.96544 3.19114 -2.72273
C -7.24829 3.76991 -2.40653
H -2.54664 2.08927 -3.70760
H -3.88147 1.65121 -2.65585
H -3.39781 3.31434 -2.66093
H -7.44471 4.70626 -2.92879
H -7.47513 4.01365 -1.36862
H -8.02329 3.03398 -2.62077
C -5.31510 5.28266 6.31241
O -5.87241 6.09039 5.38559
C -5.65307 7.39375 5.47465
O -4.76552 7.96750 6.13415
O -6.59369 7.92466 4.63928
C -6.59811 9.30193 4.51266
H -5.81123 5.44513 7.26926
H -4.30834 5.66490 6.48106
H -5.34578 4.20586 6.14609
H -7.14518 9.72307 3.66918
H -5.59582 9.66079 4.27869
H -7.03240 9.72313 5.41934
C -5.29970 -3.07026 6.22319
O -6.19790 -3.73227 7.04388
C -6.78230 -3.02671 8.01388
O -6.71784 -1.81839 8.19671
O -7.64461 -3.84499 8.64934
C -8.20061 -3.40027 9.89055
H -5.47641 -3.43218 5.21033
H -4.28155 -3.30278 6.53527
H -5.37280 -1.98553 6.30145
H -8.87264 -2.57942 9.64019
H -7.45613 -2.93345 10.53547
H -8.88421 -4.15521 10.27896
*
```

Summary:
Calculated total energy   -6729.9432 a.u.
Highest occupied orbital energy   -0.2275 Ha
M   1533.4 g mol⁻¹
LUMO level   -0.0227 Ha
Gap between HOMO and LUMO   0.2048 hartree